C19H58N2O10 | ωB97M-V/def2-TZVPD

The value obtained for the total energy is -44096.270 eV. The calculation puts the gap between HOMO and LUMO at 9.40 eV. Its total charge is 0. Its HOMO energy is -9.142 eV. The SMILES is NC(N)=O.CCO.CCO.CCO.CCO.CCO.CCO.CCO.CCO.CCO. For the LUMO energy, the calculation gives 0.3 eV.

Element x y z (Å)
N  24.87507  0.92880  33.55766
C  24.52720  1.63992  34.59174
N  23.72527  2.63340  34.30904
O  24.87097  1.42802  35.74855
H  24.64959  1.25103  32.62737
H  25.46843  0.13587  33.75586
H  23.35446  2.69763  33.37177
H  23.31108  3.15842  35.06594
C  24.19861  -3.07703  31.07255
C  23.03811  -3.79764  31.71065
O  22.98536  -5.08747  31.19518
H  25.11144  -3.66916  31.13753
H  24.39261  -2.06845  31.43757
H  24.08882  -2.92653  29.99859
H  22.09975  -3.27225  31.53312
H  23.16555  -3.84965  32.79192
H  22.28088  -5.51791  31.68509
C  29.71587  -2.25739  26.99960
C  31.07412  -2.33950  27.69927
O  31.64711  -3.59283  27.60218
H  29.05224  -2.78359  27.68575
H  29.71415  -2.81988  26.06595
H  29.29850  -1.26869  26.80894
H  31.05140  -2.15546  28.77337
H  31.84486  -1.72290  27.23680
H  31.37639  -4.09936  28.37142
C  27.42390  -1.20451  29.78985
C  27.17247  0.11407  30.49124
O  27.88907  -0.03846  31.65584
H  26.98553  -2.05555  30.31106
H  28.45887  -1.49875  29.61562
H  26.99989  -1.06928  28.79484
H  26.09996  0.25098  30.62940
H  27.56725  0.94264  29.90328
H  27.37253  -0.52345  32.30359
C  25.45246  -3.96014  25.99321
C  26.04730  -3.26465  27.24033
O  26.52110  -4.31564  28.09252
H  24.83117  -4.80249  26.29745
H  26.24673  -4.16253  25.27469
H  24.85116  -3.19189  25.50709
H  25.32687  -2.68282  27.81528
H  26.88172  -2.61032  26.98792
H  27.01172  -4.94353  27.55713
C  27.20261  1.12706  26.34520
C  25.73788  1.10214  26.69415
O  24.96483  0.45462  25.67747
H  27.93360  1.47997  27.07267
H  27.36885  1.67089  25.41530
H  27.44143  0.11097  26.03114
H  25.40294  2.13913  26.71802
H  25.64992  0.73628  27.71714
H  25.04471  1.00991  24.89845
C  26.95832  3.46048  32.17081
C  26.00451  4.59621  31.93678
O  24.75491  4.15020  31.55530
H  27.00656  2.86424  31.25963
H  26.69807  2.77781  32.97972
H  27.93780  3.84143  32.45998
H  26.30320  5.31527  31.17400
H  25.88330  5.14717  32.86945
H  24.23927  4.89859  31.24606
C  32.48739  -0.53148  31.06365
C  31.18682  0.31086  31.07419
O  30.62977  0.10728  32.36669
H  32.99628  -0.35006  32.01034
H  33.05085  -0.36540  30.14549
H  32.28206  -1.60181  31.04541
H  30.54471  0.15476  30.20735
H  31.40146  1.37952  31.07749
H  29.70611  0.36272  32.31007
C  28.39673  -3.12562  34.32102
C  27.00873  -2.53623  33.80647
O  26.90156  -1.16020  34.00595
H  28.35851  -4.20837  34.20139
H  28.36696  -3.03893  35.40716
H  29.23595  -2.65016  33.81331
H  26.14680  -2.93037  34.34482
H  26.96298  -2.71176  32.73166
H  27.17402  -0.85980  34.87607
C  21.93226  2.38568  29.40644
C  22.93192  1.36608  29.81461
O  23.48668  1.71357  31.06762
H  22.28607  3.40155  29.58229
H  20.98268  2.23097  29.91872
H  21.63255  2.25512  28.36662
H  23.73068  1.32619  29.07401
H  22.45057  0.38824  29.79992
H  24.09344  2.44894  30.95504

The molecule's Mulliken atomic charges, reported in e, are given here:
1. N 0.1379
2. C 0.6246
3. N -0.2457
4. O -0.7773
5. H 0.1634
6. H 0.0878
7. H 0.1457
8. H 0.2297
9. C -0.5702
10. C -0.5262
11. O -0.5159
12. H 0.2609
13. H 0.2652
14. H 0.1886
15. H 0.2898
16. H 0.3107
17. H 0.3055
18. C -0.5532
19. C -0.1063
20. O -0.5801
21. H 0.0065
22. H 0.3820
23. H 0.1383
24. H 0.0157
25. H 0.3439
26. H 0.3421
27. C 0.3360
28. C -0.0950
29. O 0.2163
30. H 0.0024
31. H -0.1801
32. H -0.3155
33. H -0.1717
34. H 0.3835
35. H -0.1332
36. C -1.4981
37. C 0.8566
38. O -0.5582
39. H 0.3769
40. H 0.3807
41. H 0.3847
42. H 0.1144
43. H -0.3387
44. H 0.2963
45. C -1.1548
46. C 0.4940
47. O -0.5577
48. H 0.3029
49. H 0.4184
50. H 0.2956
51. H 0.4104
52. H -0.5158
53. H 0.3092
54. C -0.5422
55. C -0.4669
56. O -0.3932
57. H -0.1117
58. H 0.1561
59. H 0.4467
60. H 0.4263
61. H 0.2760
62. H 0.2267
63. C -1.3169
64. C 0.1464
65. O -0.5761
66. H 0.3685
67. H 0.3437
68. H 0.2933
69. H 0.1110
70. H 0.2730
71. H 0.3087
72. C -1.1662
73. C 0.1656
74. O -0.5846
75. H 0.3838
76. H 0.3559
77. H 0.2691
78. H 0.3406
79. H -0.1363
80. H 0.2465
81. C -1.2500
82. C 0.3113
83. O -0.5591
84. H 0.2754
85. H 0.3039
86. H 0.4199
87. H -0.2313
88. H 0.3492
89. H 0.1142

C19H58O13 | ωB97M-V/def2-TZVPD

The value obtained for the total energy is -47254.176 eV. The calculation puts the gap between HOMO and LUMO at 9.76 eV. Its total charge is 0. For the energy relative to the best compared isomer or geometry (same formula, charge and spin), the calculation gives 373.8 kJ/mol. Its HOMO energy is -9.616 eV. For the LUMO energy, the calculation gives 0.1 eV.

Element x y z (Å)
C  1.68237  -2.95211  -5.25003
C  2.13254  -2.96363  -6.71881
O  3.00370  -2.22120  -7.12353
C  1.44502  -3.91236  -7.67342
H  0.67791  -2.55373  -5.10692
H  2.36837  -2.33979  -4.66475
H  1.78053  -3.94032  -4.80070
H  2.03112  -4.82858  -7.74506
H  1.49059  -3.40870  -8.63901
H  0.42510  -4.07369  -7.32434
C  -3.93359  -4.48603  6.42336
C  -2.53880  -4.03933  6.16093
O  -2.30865  -2.84103  6.01249
C  -1.53430  -5.12950  5.92522
H  -4.57557  -3.66578  6.10222
H  -3.98196  -4.54841  7.51049
H  -4.16651  -5.41395  5.90104
H  -1.08238  -5.35797  6.89044
H  -0.76071  -4.85566  5.20782
H  -2.11413  -5.98435  5.57720
C  -1.32911  7.26488  -3.68205
C  -1.72467  5.86404  -3.33792
O  -1.28672  5.34950  -2.31147
C  -2.56658  5.08670  -4.36580
H  -0.49515  7.25309  -4.38382
H  -0.99216  7.77079  -2.77726
H  -2.19604  7.83970  -4.00781
H  -2.69910  4.01692  -4.20428
H  -2.07233  5.20491  -5.33008
H  -3.58749  5.46851  -4.37312
C  -6.61075  4.22798  0.05475
O  -6.22975  2.94930  0.57426
H  -5.72492  4.79055  -0.24008
H  -7.33883  4.05328  -0.73740
H  -7.06802  4.73001  0.90737
H  -5.73617  3.06243  1.38984
C  -7.26561  -2.14863  -0.84560
O  -6.05125  -1.47399  -1.08776
H  -7.27222  -3.14418  -1.28940
H  -7.41975  -2.22602  0.23066
H  -8.10220  -1.54131  -1.19110
H  -6.10692  -0.63813  -0.61887
C  4.18214  -1.03631  6.08895
O  5.17780  -1.15336  7.11752
H  3.42696  -0.35202  6.47566
H  4.54399  -0.61722  5.15005
H  3.61569  -1.94029  5.86523
H  5.61902  -0.30080  7.11008
C  4.55479  -5.74125  -0.23735
O  3.90564  -6.67797  -1.07321
H  5.32276  -6.25772  0.33849
H  5.05356  -4.96805  -0.82171
H  3.77403  -5.24965  0.34304
H  4.55962  -7.05741  -1.66477
C  3.24904  3.60690  -6.16083
O  3.35405  4.99210  -6.01095
H  2.79768  3.06076  -5.33252
H  2.59414  3.27905  -6.96812
H  4.21984  3.14922  -6.35099
H  4.18053  5.28690  -6.40035
C  0.04536  0.13024  1.27970
O  0.64697  0.47788  0.04614
H  0.23647  0.77497  2.13754
H  -1.02604  0.00930  1.11975
H  0.45453  -0.82768  1.60075
H  0.30714  1.32893  -0.23992
C  -1.77970  -5.69894  -0.40312
O  -0.92599  -6.71089  0.10357
H  -2.72087  -6.09021  -0.78940
H  -1.86225  -4.87236  0.30260
H  -1.38206  -5.36022  -1.35981
H  -0.07947  -6.62472  -0.34093
C  6.21015  0.92310  -1.65445
O  5.57502  0.74799  -0.43927
H  6.06327  0.10346  -2.35780
H  5.86934  1.81479  -2.18059
H  7.28020  1.06883  -1.50654
H  4.62318  0.82633  -0.53663
C  -2.76349  3.76653  5.58213
O  -3.47138  2.71347  4.99420
H  -3.15076  4.67105  5.11314
H  -2.95428  3.84125  6.65269
H  -1.67989  3.79078  5.46657
H  -2.97697  1.96044  5.32603
C  3.96660  4.94883  3.42628
O  5.27306  5.34794  3.02694
H  3.41663  4.48698  2.60632
H  3.99302  4.25493  4.26645
H  3.44451  5.83339  3.79104
H  5.07153  6.09649  2.46068

The molecule's Mulliken atomic charges, reported in e, are given here:
1. C -1.0251
2. C 0.7391
3. O -0.5586
4. C -0.9339
5. H 0.2952
6. H 0.2884
7. H 0.3127
8. H 0.2653
9. H 0.3142
10. H 0.3026
11. C -1.0241
12. C 0.7762
13. O -0.5884
14. C -0.9899
15. H 0.3167
16. H 0.2635
17. H 0.3558
18. H 0.2709
19. H 0.3148
20. H 0.3043
21. C -0.9771
22. C 0.7658
23. O -0.5667
24. C -1.0294
25. H 0.2726
26. H 0.3003
27. H 0.3283
28. H 0.3050
29. H 0.3055
30. H 0.2954
31. C -0.4217
32. O -0.4922
33. H 0.1979
34. H 0.1926
35. H 0.2345
36. H 0.2913
37. C -0.4957
38. O -0.4910
39. H 0.2224
40. H 0.2328
41. H 0.2320
42. H 0.2966
43. C -0.5250
44. O -0.4951
45. H 0.2549
46. H 0.2263
47. H 0.2379
48. H 0.3015
49. C -0.4455
50. O -0.4942
51. H 0.2340
52. H 0.2396
53. H 0.1843
54. H 0.2830
55. C -0.5308
56. O -0.5008
57. H 0.2215
58. H 0.2445
59. H 0.2487
60. H 0.3167
61. C -0.5027
62. O -0.4868
63. H 0.2373
64. H 0.2482
65. H 0.2127
66. H 0.2918
67. C -0.4894
68. O -0.4995
69. H 0.2412
70. H 0.2181
71. H 0.2118
72. H 0.3172
73. C -0.5146
74. O -0.4776
75. H 0.2343
76. H 0.2286
77. H 0.2292
78. H 0.2990
79. C -0.5345
80. O -0.4680
81. H 0.2092
82. H 0.2503
83. H 0.2479
84. H 0.2958
85. C -0.5060
86. O -0.4900
87. H 0.2295
88. H 0.2131
89. H 0.2468
90. H 0.3068